9
Properties=species:S:1:pos:R:3:mulliken_spin:R:1 method="wB97M-V/def2-TZVPD" multiplicity=3 homo_lumo_gap_ev="7.05 / 8.63" s2=2.00 charge=0 e_homo_ev="-6.02 / -10.43" largest_force_ev_per_a=3.55
C -3.081 0.505 -0.306 0.017
Si 0.948 0.370 -0.126 1.706
H 1.229 1.396 0.773 0.134
H 2.690 -0.893 -1.044 -0.009
N 2.409 -0.501 -0.193 0.143
H -2.589 1.295 -0.819 0.000
C -3.763 -0.478 -0.006 -0.007
H 3.257 -0.239 0.271 0.016
H -4.222 -1.275 0.535 -0.001